Entry 1:
Density functional theory data (ωB97M-V/def2-TZVPD) for a molecular structure, C6H14P2.

ORCA input file:
```
! RIJCOSX wB97M-V def2-TZVPD def2/J DEFGRID3
* xyz 0 1
H 2.22382 0.59882 1.69627
H -3.34306 1.87528 0.05210
H 1.40353 0.98510 -2.05707
H -3.54419 0.30531 -0.73959
H -0.21311 2.01698 -0.63166
C -0.61287 -2.59070 0.32574
H 0.10583 -2.50133 1.13724
H -2.39224 1.48049 -1.39960
H 2.68815 1.36438 -0.90907
C 1.01824 0.32984 -0.04404
C 1.95075 0.61083 -1.19320
C 1.67175 -0.20395 1.20132
C -0.02556 1.39880 0.24704
H 0.24563 2.04800 1.08398
H -1.61048 -2.69824 0.74938
P -1.52776 0.33791 0.61394
P -0.60528 -1.10469 -0.77962
H 2.48072 -0.29253 -1.49068
H -0.38036 -3.47493 -0.26684
H 2.37094 -1.00744 0.97963
H 0.92126 -0.55974 1.90934
C -2.82572 1.08181 -0.48462
*
```

* E: -25025.74886 eV
* gap between HOMO and LUMO: 8.9911 eV
* LUMO level: 0.9 eV
* highest occupied orbital energy: -0.299 Eh
* relative energy (zero: lowest compared OMol25 entry of this formula, charge and spin): 0.0 kcal/mol
* F_max: 2.545 eV Å⁻¹

These are the Mulliken partial charges, in e, on atoms 1 to 8: 0.43 0.33 0.41 0.36 0.36 -0.95 0.28 0.33

Entry 2:
Density functional theory data (ωB97M-V/def2-TZVPD) for a molecular structure, C3H10F5MoN2.

ORCA input file:
```
! RIJCOSX wB97M-V def2-TZVPD def2/J DEFGRID3
* xyz 1 3
C -1.20883 0.50998 2.00822
F -1.96901 0.47176 3.15571
C -0.83234 -0.95545 1.51102
H 1.95543 -1.94496 -2.51887
H -0.86912 2.40059 -2.01921
H -1.43954 1.38932 -3.37051
H -2.54162 1.63241 -2.07466
F -2.08210 -1.47170 1.17311
F -0.09625 1.24891 2.33965
H 2.02383 -0.40667 -2.15798
N 2.06753 -0.35934 1.45768
F -0.46095 -1.57209 2.77034
H 1.76499 0.61326 1.50954
H -1.04152 0.60953 -1.78738
C -1.46978 1.52615 -2.29472
F -1.94131 1.20824 1.09488
H 3.06770 -0.30424 1.27412
N 1.42882 -1.22048 -2.01094
H 2.03547 -0.65033 2.43561
H 0.67122 -1.01111 -2.66927
Mo 0.93734 -1.71378 0.17367
*
```

* E: -21686.98221 eV
* gap between HOMO and LUMO (spin up / spin down): 8.2536 / 7.3987 eV
* ⟨S²⟩: 2.032
* LUMO level (spin up / spin down): -4.9 / -4.8 eV
* highest occupied orbital energy (spin up / spin down): -0.483 / -0.448 Eh
* F_max: 2.180 eV Å⁻¹

These are the Mulliken partial charges, in e, on atoms 1 to 8: 0.82 -0.24 0.32 0.33 0.26 0.33 0.28 -0.24

Entry 3:
Density functional theory data (ωB97M-V/def2-TZVPD) for a molecular structure, C19H28ClF3ILiN2O5.

ORCA input file:
```
! RIJCOSX wB97M-V def2-TZVPD def2/J DEFGRID3
* xyz 0 1
H 2.91662 2.62010 -0.49276
O 4.72674 3.05828 1.55092
N 1.58888 -0.76119 3.30858
Cl -1.91649 1.43467 1.08789
C 0.73934 -1.18736 2.32993
F 2.13922 -0.43421 -1.28364
H -2.34449 -2.02815 0.12094
H -1.98996 -1.52581 1.76017
C 0.44255 -0.38854 1.25085
H 3.13668 -2.63943 3.15214
O -2.85218 -1.27210 -2.50358
H 1.92313 2.26087 -1.89135
H -3.08119 1.58544 -4.31608
I 5.01324 1.77730 4.13446
C -2.81180 0.00182 0.53098
C 4.04620 2.58987 2.39357
C -2.12822 -2.73498 -4.35041
C 2.20283 1.90944 -0.90305
H -4.37986 0.82103 -3.39173
H -4.12184 -2.00091 -3.96983
H 0.85305 -1.79623 4.88090
H -0.58270 -0.24506 -0.59733
H -2.18127 0.60561 -2.26040
O -2.28371 4.03408 -2.43418
H -3.73990 0.03082 -4.83670
C -1.94024 -1.21285 0.71803
H -0.10559 -1.86700 -0.14926
C 1.88790 1.22997 2.25101
Li 0.40696 -3.45885 5.06756
H 0.64942 2.76402 0.31283
C -1.41625 3.70393 -1.57447
H -1.49829 -0.19215 -3.65795
H -3.71542 -0.03147 1.12912
H 2.45260 -1.00030 5.14488
F 3.76649 0.68432 -2.16171
N 2.13264 0.47194 3.29379
O -0.70809 2.68465 -1.86953
F 3.72915 0.30696 -0.03368
H -2.48062 -3.55888 -4.97204
H 1.94640 -3.70984 3.82099
C 2.53553 2.58982 2.34717
O -1.27607 4.29542 -0.48676
H 2.16299 3.07298 3.24853
H 0.13871 1.44043 -0.67748
H 0.32299 -2.17908 2.43099
C 1.07259 0.85854 1.15290
C 0.93907 1.77533 -0.03263
C -3.47140 0.63102 -3.96479
H -1.25356 -3.06970 -3.79100
C 1.85832 -1.56722 4.44183
C -2.42772 -0.04535 -3.09841
H -1.81498 -1.92924 -5.01439
H 3.32527 -3.14943 4.82229
H -3.52423 -3.13214 -2.76662
C -0.51232 -0.93340 0.23482
C 2.95659 0.62667 -1.09966
H -3.10267 0.13008 -0.50546
C 2.59957 -2.86263 4.06895
C -3.23125 -2.29491 -3.40238
H 2.28061 3.21303 1.50226
*
```

* E: -62348.43989 eV
* gap between HOMO and LUMO: 1.9261 eV
* LUMO level: -3.0 eV
* highest occupied orbital energy: -0.182 Eh
* F_max: 1.082 eV Å⁻¹

These are the Mulliken partial charges, in e, on atoms 1 to 8: 0.37 -0.41 0.62 -0.11 -0.27 -0.25 0.37 0.39

Entry 4:
Density functional theory data (ωB97M-V/def2-TZVPD) for a single C3H6S3 molecule.

ORCA input file:
```
! RIJCOSX wB97M-V def2-TZVPD def2/J DEFGRID3
* xyz 0 1
C -0.65482 -0.29332 0.21978
H -0.98449 1.91172 -0.31402
S -2.35145 1.80199 -0.17320
C -2.07267 0.07658 -0.15182
H -0.68774 -1.34707 0.24984
C 2.12305 -0.36595 -0.03393
H -0.42303 0.19828 1.18387
S 0.72605 0.48134 -0.70967
H 2.10230 -1.44319 0.00758
H 2.90267 -0.03799 -0.77932
S -3.18886 -1.07168 -0.42658
H 2.50901 0.08929 0.92747
*
```

* E: -35712.83511 eV
* gap between HOMO and LUMO: 8.4931 eV
* LUMO level: -0.3 eV
* highest occupied orbital energy: -0.325 Eh
* relative energy (zero: lowest compared OMol25 entry of this formula, charge and spin): 23.6 kcal/mol
* F_max: 2.812 eV Å⁻¹

These are the Mulliken partial charges, in e, on atoms 1 to 8: -0.95 0.14 -0.16 0.30 0.47 -0.84 0.42 -0.02